Record 1
Computed, not measured: C6H9N in the gas phase, with ωB97M-V/def2-TZVPD.

Values from the calculation:
ΔE to the lowest compared entry with this formula, charge and spin ... 81.6 kcal/mol
M ... 95.14 g mol⁻¹
Energy ... -7854.62157 eV

XYZ file:
```
16
C6H9N | the OMol25 dataset | ωB97M-V/def2-TZVPD
H -0.187 1.389 -2.510
H -0.353 1.904 -0.163
H 0.851 1.150 2.469
H 0.001 -0.387 -2.476
H 1.342 -0.551 2.528
H 2.105 0.554 1.378
H 1.127 0.616 -1.581
C -0.471 0.824 -0.165
C -0.515 -1.243 0.636
C 0.098 -0.049 0.848
H -0.397 -2.176 1.179
H -1.994 -1.876 -0.725
N -1.379 -1.136 -0.429
C 0.083 0.532 -1.898
C 1.152 0.292 1.856
C -1.464 0.156 -0.947
```

Mulliken atomic charge list, values in e, 6 entries: 0.273, 0.454, 0.285, 0.345, 0.320, 0.250

***

Record 2
Computed, not measured: a molecular structure, C3H3KLiO2 at a distorted geometry, with ωB97M-V/def2-TZVPD.

Values from the calculation:
ΔE to the lowest compared entry with this formula, charge and spin ... 0.0 kcal/mol
M ... 117.09 g mol⁻¹
Energy ... -23777.32191 eV
Charge ... +1

XYZ file:
```
10
C3H3KLiO2 | the OMol25 dataset | ωB97M-V/def2-TZVPD
O -1.361 1.851 2.824
C -1.215 1.690 3.935
H 1.827 -1.617 -0.341
C 1.506 -0.643 -0.741
H 1.465 0.110 0.065
K -2.338 -1.772 -2.557
O -0.812 -0.310 -0.929
C 0.221 -0.801 -1.488
H 2.267 -0.361 -1.488
Li -1.560 1.852 0.721
```

Mulliken atomic charge list, values in e, 6 entries: -0.084, 0.094, 0.229, -0.688, 0.153, 0.907

***

Record 3
Computed, not measured: a molecular structure, C7H14OPPb at a distorted geometry, with ωB97M-V/def2-TZVPD.

Values from the calculation:
ΔE to the lowest compared entry with this formula, charge and spin ... 2.0 kcal/mol
M ... 352.36 g mol⁻¹
Energy ... -24066.09236 eV
Charge ... -1

XYZ file:
```
24
C7H14OPPb | the OMol25 dataset | ωB97M-V/def2-TZVPD
H -2.270 -0.211 4.350
H -1.335 -1.711 4.094
C -1.172 -0.280 2.466
O -0.044 0.473 2.990
H -1.538 -3.071 -2.127
H -1.954 -0.438 -2.552
H -0.775 -1.001 1.736
H -2.821 -1.429 3.202
H -0.391 4.084 0.724
P -0.464 2.651 0.603
C -0.787 -2.286 -2.055
H -1.779 0.438 1.897
C -1.004 -0.894 -2.283
C -1.932 -0.936 3.602
H -0.829 2.489 -0.785
H 0.424 0.857 -2.239
H 2.275 -0.979 -1.521
C 1.223 -1.191 -1.720
C 0.595 -2.470 -1.733
H 1.087 -3.415 -1.516
Pb 1.602 1.319 1.379
H -1.709 2.357 1.274
H 0.064 0.259 3.938
C 0.233 -0.211 -2.100
```

Mulliken atomic charge list, values in e, 6 entries: 0.378, 0.362, 0.244, -0.525, 0.380, 0.353

***

Record 4
Computed, not measured: a molecular structure, C4H13N3 at a distorted geometry, with ωB97M-V/def2-TZVPD.

Values from the calculation:
ΔE to the lowest compared entry with this formula, charge and spin ... 89.0 kcal/mol
M ... 103.17 g mol⁻¹
Energy ... -8809.71758 eV
Charge ... +2

XYZ file:
```
20
C4H13N3 | the OMol25 dataset | ωB97M-V/def2-TZVPD
H -2.180 3.263 0.197
H 1.172 -0.173 -0.072
H -0.143 2.742 2.302
H 0.237 -1.983 1.013
H 2.000 -3.482 0.474
N -0.973 3.139 1.822
C -1.449 2.599 0.713
H 1.216 -0.969 -1.584
H -0.777 2.268 -1.004
H 1.749 -3.199 -1.150
H -1.569 -0.110 -0.287
H -0.505 -2.664 -0.529
C 0.312 -2.104 -0.063
H -1.459 3.872 2.321
C 0.494 -0.703 -0.809
H 2.577 -2.190 -0.157
N -0.649 1.844 -0.089
N 1.738 -2.769 -0.212
C -0.757 0.092 -0.964
H -1.036 0.524 -1.922
```

Mulliken atomic charge list, values in e, 6 entries: 0.307, 0.325, 0.268, 0.348, 0.363, -0.254

***

Record 5
Computed, not measured: C29H29N5O2 in the gas phase at a distorted geometry, with ωB97M-V/def2-TZVPD.

Values from the calculation:
M ... 479.58 g mol⁻¹
Energy ... -42089.04835 eV
SMILES ... COc1ccc([C@H]2C(C#N)=C(N)N(c3ccccc3C#N)C3=C2C(=O)CCC3)cc1CN1CCCC1

XYZ file:
```
65
C29H29N5O2 | the OMol25 dataset | ωB97M-V/def2-TZVPD
C -2.235 -0.008 -0.499
C -2.795 -2.503 1.548
H -3.966 0.232 0.713
H 1.629 1.738 3.661
C -3.553 2.490 -0.865
C -4.028 -2.523 0.856
C 2.691 1.719 -1.819
H 2.148 3.237 -3.243
H 4.479 3.282 -3.117
H 0.633 0.391 3.091
N -1.770 -1.297 -0.327
C -1.675 -1.895 0.959
H 4.075 0.386 -0.051
H 2.292 -0.903 4.191
C -0.364 -2.500 2.871
C -1.469 -3.097 3.459
C -2.075 0.625 -1.684
H -4.559 2.072 -0.967
H 5.334 3.607 -1.590
H 0.584 -2.501 3.386
H -0.012 2.253 -3.782
O 3.899 2.228 -1.425
C 0.223 0.573 -2.483
C -2.686 -3.100 2.804
H 0.794 -0.968 -1.104
H -3.622 3.569 -1.006
C -0.460 -1.898 1.626
C -1.170 0.033 -2.745
H -2.439 0.356 1.595
H -1.190 -3.946 -2.087
H -1.504 0.372 -3.730
H 2.972 -1.906 2.151
H -3.587 2.581 1.293
H 3.693 4.252 -1.838
H -1.384 -3.561 4.429
H 3.523 0.335 3.969
N -0.884 -2.897 -4.723
C 3.118 -0.149 -0.158
H -1.968 2.537 0.583
C -1.240 -1.468 -2.644
C -2.943 0.623 0.662
N 2.391 -0.195 1.104
H 0.403 -1.417 1.184
C -2.698 1.908 -1.975
C 1.859 2.318 -2.759
N -5.018 -2.550 0.279
C 4.361 3.407 -2.036
O -2.570 2.473 -3.045
C 2.005 1.117 1.600
H 1.177 1.511 1.007
H -1.960 -3.850 -0.587
N -1.314 -3.421 -1.233
C 2.287 0.520 -1.218
C -1.448 -2.063 -1.442
C 1.626 0.839 3.049
C -1.038 -2.242 -3.788
C 2.689 -0.175 3.485
C 1.070 -0.035 -1.568
H 2.841 1.835 1.550
H 4.239 -0.673 2.037
C 0.636 1.756 -3.076
H 3.328 -1.183 -0.451
C 3.158 -0.828 2.174
C -2.982 2.138 0.500
H -3.555 -3.561 3.247
```

Mulliken atomic charge list, values in e, 6 entries: 0.510, 1.461, 0.281, 0.447, -0.848, -0.214

***

Record 6
Computed, not measured: a molecular structure, C23H21CsN6O11 at a distorted geometry, with ωB97M-V/def2-TZVPD.

Values from the calculation:
ΔE to the lowest compared entry with this formula, charge and spin ... 6.4 kcal/mol
M ... 690.36 g mol⁻¹
Energy ... -56202.22159 eV
Charge ... -2

XYZ file:
```
62
C23H21CsN6O11 | the OMol25 dataset | ωB97M-V/def2-TZVPD
H 0.123 -2.238 -2.477
C -1.329 2.066 3.035
H -2.850 1.836 6.029
O 3.091 4.771 4.350
H 1.244 3.285 -0.173
H -0.717 4.147 0.680
H 0.614 -0.102 -6.024
C 5.737 2.500 2.333
O 3.054 -0.630 0.502
N -1.861 1.027 2.390
H 2.953 0.648 -4.997
C 0.502 0.991 -3.067
C -2.742 0.264 3.033
C 2.568 0.171 -4.087
C -3.368 -0.952 2.345
N -1.255 -2.430 -0.969
C -2.961 -2.682 0.830
H -0.701 -0.282 -4.831
H -4.101 -4.168 -1.030
N 7.133 2.597 2.654
O -4.478 -1.280 2.760
H -3.876 -0.099 4.798
C 4.843 3.325 2.972
O 1.775 2.252 1.330
H 0.567 -1.523 -4.965
O 7.916 1.861 2.064
C 2.977 2.349 1.667
C -0.830 -2.682 -2.206
O 0.707 3.801 -0.800
H 2.868 -0.880 -4.097
O -0.710 1.089 -2.952
H -1.152 -3.602 -4.118
C -1.638 2.399 4.343
C -1.536 -3.447 -3.117
C -2.570 1.616 5.005
N 1.124 0.268 -4.029
C 3.494 3.266 2.658
Cs 0.406 -0.065 0.512
C 5.288 1.559 1.372
H -1.040 2.738 -0.365
O 3.326 0.885 -1.129
O -3.614 -3.605 1.315
C 3.427 0.476 0.047
C 3.973 1.475 1.064
N 2.622 4.160 3.390
C -3.181 -3.755 -1.419
O 7.501 3.421 3.485
H 6.012 0.911 0.898
C 0.357 -0.450 -5.017
H -3.333 -4.600 -3.386
H 3.008 0.625 -3.199
H -0.595 2.650 2.488
H -1.226 4.372 -1.006
H 5.183 4.028 3.716
C -2.413 -2.948 -0.575
C -3.135 0.542 4.342
H 1.207 1.518 -2.406
O 1.484 4.339 2.993
N -2.625 -1.479 1.342
H -1.151 3.242 4.818
C -2.744 -3.995 -2.706
C -0.627 3.752 -0.338
```

Mulliken atomic charge list, values in e, 6 entries: 0.510, -0.437, 0.384, -0.713, 0.323, 0.181